# 1
{"formula": "C3H9NO", "method": "wB97M-V/def2-TZVPD", "de_lowest_kcal_mol": 48.6, "total_energy_ev": -6792.9483, "smiles": "C=O.CNC", "total_charge": 0, "molar_mass_da": 75.1, "symbols": ["O", "C", "H", "H", "C", "N", "C", "H", "H", "H", "H", "H", "H", "H"], "positions_angstrom": [[0.8102, 2.5708, -0.2011], [-0.3419, 2.8134, 0.0275], [-0.6782, 3.8268, 0.3131], [-1.1318, 2.0564, -0.0117], [0.8572, -0.9084, -0.9809], [-0.3916, -0.8406, -0.2478], [-0.3846, -1.2469, 1.1297], [1.6854, -0.3032, -0.6523], [1.2221, -1.9332, -1.0600], [0.6326, -0.4723, -1.9747], [-1.0624, -1.3108, -0.8346], [-0.0278, -2.2779, 1.2792], [-1.4213, -1.3773, 1.4595], [0.2322, -0.5969, 1.7541]], "forces_ev_per_angstrom": [[-0.05, -0.03, -0.03], [0.04, 0.24, 0.15], [0.09, 0.09, -0.03], [-0.04, -0.37, -0.10], [-0.36, 0.15, -1.04], [0.37, 1.06, -0.33], [-0.41, -1.44, -0.12], [-0.01, 0.40, 0.88], [0.17, -0.23, -0.26], [0.25, -0.61, 0.23], [-0.35, -0.16, 0.49], [0.56, -0.05, -0.08], [0.13, 0.80, 0.29], [-0.38, 0.15, -0.06]]}

***

# 2
{"formula": "C32H46ClHfIOP4", "method": "wB97M-V/def2-TZVPD", "total_energy_ev": -95050.9129, "total_charge": 2, "molar_mass_da": 911.5, "symbols": ["P", "C", "C", "H", "C", "H", "C", "H", "C", "H", "C", "H", "C", "C", "H", "C", "H", "C", "H", "C", "H", "C", "H", "C", "C", "H", "C", "H", "C", "H", "C", "H", "C", "H", "Hf", "C", "C", "H", "C", "O", "H", "C", "H", "C", "Cl", "P", "P", "C", "H", "H", "H", "C", "H", "H", "H", "C", "H", "H", "H", "C", "H", "H", "H", "C", "H", "H", "H", "C", "H", "H", "H", "P", "C", "C", "H", "H", "H", "H", "H", "H", "C", "H", "H", "H", "H", "I"], "positions_angstrom": [[-0.5830, 0.3686, -2.9851], [0.1740, 0.9675, -4.5575], [0.5687, 0.1388, -5.6165], [0.4514, -0.9471, -5.5455], [1.0899, 0.6950, -6.7951], [1.3812, 0.0351, -7.6143], [1.2209, 2.0858, -6.8973], [1.6299, 2.5154, -7.8189], [0.8411, 2.9210, -5.8421], [0.9412, 4.0066, -5.9314], [0.3268, 2.3646, -4.6726], [0.0127, 3.0087, -3.8476], [-0.3592, -1.4480, -3.2140], [0.8791, -1.9711, -2.7954], [1.6238, -1.3024, -2.3543], [1.1712, -3.3208, -2.9809], [2.1393, -3.7159, -2.6732], [0.2188, -4.1636, -3.5708], [0.4403, -5.2228, -3.7142], [-1.0194, -3.6583, -3.9774], [-1.7688, -4.3061, -4.4398], [-1.3089, -2.3002, -3.7989], [-2.2693, -1.9056, -4.1374], [-2.3653, 0.5113, -3.4511], [-2.8278, 0.7860, -4.7485], [-2.1206, 0.9547, -5.5631], [-4.2036, 0.8221, -5.0151], [-4.5450, 1.0321, -6.0324], [-5.1141, 0.5876, -3.9784], [-6.1865, 0.6136, -4.1912], [-4.6630, 0.3282, -2.6782], [-5.3794, 0.1440, -1.8719], [-3.2948, 0.3042, -2.4116], [-2.9387, 0.1106, -1.3957], [1.3892, 1.6839, 2.5037], [0.6932, -0.2579, 3.5364], [0.1140, -1.1659, 2.7437], [0.8120, -0.4639, 4.6086], [-0.0373, -0.8999, 1.2523], [-1.4606, -1.0204, 0.9758], [-1.6480, -0.8112, 0.0387], [0.4462, 0.4359, 0.7925], [0.5187, -1.6837, 0.7099], [0.6341, 1.4121, 0.0309], [2.1702, 3.7651, 1.7110], [-0.8375, 2.7534, 3.4829], [3.8415, 0.6783, 2.3071], [-0.6506, 4.4421, 4.1468], [-0.1939, 5.0838, 3.3836], [0.0142, 4.4181, 5.0187], [-1.6365, 4.8369, 4.4302], [-2.0928, 2.9667, 2.1849], [-2.3645, 1.9840, 1.7768], [-1.6746, 3.5713, 1.3700], [-2.9830, 3.4591, 2.6008], [-1.7789, 1.9181, 4.7962], [-1.1513, 1.8111, 5.6899], [-2.0695, 0.9153, 4.4541], [-2.6782, 2.5060, 5.0348], [5.1992, 1.5758, 3.1345], [5.0576, 1.5249, 4.2212], [5.1709, 2.6312, 2.8378], [6.1662, 1.1349, 2.8519], [4.1605, -1.0433, 2.7941], [3.4568, -1.7037, 2.2700], [3.9910, -1.1529, 3.8731], [5.1939, -1.3269, 2.5450], [4.3631, 0.7144, 0.5618], [4.2851, 1.7408, 0.1794], [3.6941, 0.0780, -0.0322], [5.3985, 0.3561, 0.4739], [-0.5697, -2.6943, 3.4302], [0.0379, -2.9865, 5.1005], [-0.0595, -4.0430, 2.3579], [-0.2783, -2.1699, 5.7681], [1.1373, -3.0554, 5.1049], [-0.3784, -3.9364, 5.4776], [-0.3997, -3.8394, 1.3332], [-0.5031, -4.9826, 2.7172], [1.0365, -4.1262, 2.3767], [-2.3624, -2.5686, 3.4660], [-2.6613, -1.7938, 4.1859], [-2.7981, -3.5345, 3.7598], [-2.7004, -2.2815, 2.4619], [0.5741, 1.9302, -0.9229], [2.2491, 2.1748, 5.2097]], "forces_ev_per_angstrom": [[-0.53, -0.37, -1.38], [0.43, 0.49, 0.11], [-0.02, 0.09, -0.15], [0.07, 0.42, 0.00], [-0.20, 0.27, 0.54], [-0.07, 0.29, 0.23], [0.10, -0.20, -0.25], [-0.19, -0.13, 0.42], [-0.04, -0.07, 0.02], [-0.01, -0.43, 0.00], [0.03, -0.43, -0.21], [0.10, -0.10, -0.22], [0.22, -0.21, 0.40], [-0.34, -0.16, -0.13], [-0.15, -0.17, -0.11], [-0.23, -0.04, -0.08], [-0.23, 0.06, -0.11], [-0.05, 0.03, 0.03], [-0.02, 0.33, 0.04], [0.16, 0.26, 0.14], [0.33, 0.17, 0.16], [0.21, -0.02, 0.06], [0.31, -0.11, 0.14], [-0.29, 0.23, 0.48], [-0.14, -0.12, 0.20], [-0.20, -0.03, 0.29], [0.24, -0.07, 0.42], [0.05, -0.09, 0.42], [0.02, 0.04, -0.13], [0.39, -0.02, 0.13], [0.02, -0.01, -0.05], [0.23, 0.10, -0.34], [-0.05, 0.07, -0.68], [-0.13, 0.09, -0.21], [1.35, 1.75, 2.79], [-0.05, -0.15, -0.29], [0.02, 0.13, 0.33], [-0.11, -0.03, -0.42], [-1.51, -1.16, 0.39], [1.05, 0.38, -0.36], [0.26, -0.24, 0.33], [0.26, 1.90, -2.64], [-0.05, 0.43, -0.29], [-1.23, -3.61, 1.06], [-0.15, -0.05, -0.46], [-1.05, 0.73, 0.53], [1.47, -0.32, -0.10], [0.25, 0.03, -0.07], [-0.13, -0.08, 0.18], [-0.20, 0.03, -0.18], [0.28, -0.12, -0.09], [-0.06, -0.08, -0.26], [-0.05, 0.22, 0.08], [-0.18, -0.05, 0.16], [0.22, -0.12, -0.21], [0.11, -0.36, 0.10], [-0.16, 0.08, -0.17], [-0.01, 0.25, 0.09], [0.31, -0.20, -0.07], [-0.18, 0.20, 0.12], [0.10, -0.01, -0.29], [0.05, -0.20, 0.06], [-0.32, 0.09, 0.04], [-0.29, -0.25, 0.10], [0.22, 0.06, 0.09], [0.11, 0.02, -0.22], [-0.34, 0.10, 0.10], [-0.12, -0.01, -0.21], [0.12, -0.23, 0.07], [0.23, 0.08, 0.04], [-0.31, 0.12, -0.07], [-0.05, 0.09, -0.31], [0.18, 0.08, 0.13], [-0.06, -0.19, 0.06], [0.10, -0.30, -0.23], [-0.39, 0.04, -0.02], [0.09, 0.36, -0.22], [0.05, -0.14, 0.25], [0.15, 0.21, -0.20], [-0.30, 0.00, -0.01], [-0.14, -0.14, -0.02], [0.10, -0.23, -0.18], [0.08, 0.29, -0.06], [0.03, -0.14, 0.34], [0.39, 0.57, 0.41], [-0.14, 0.01, -0.39]]}